<a>
Here is a molecular structure, H4N2O2S from the Open Molecules 2025 dataset. Energies are from the ωB97M-V functional and the def2-TZVPD basis.

Structure (ORCA input):
```
! wB97M-V def2-TZVPD RIJCOSX def2/J DEFGRID3
* xyz 0 1
N 0.466 -0.967 2.201
N 0.580 0.668 -1.027
O -1.333 0.409 0.853
O -0.144 -1.751 -0.159
S 0.127 -0.497 0.834
H 0.473 1.681 -0.709
H 1.517 0.474 -1.267
H -1.365 1.269 0.298
H -0.322 -1.286 -1.025
*
```

***

<b>
Here is a molecular structure, H4N2O2S from the Open Molecules 2025 dataset. Energies are from the ωB97M-V functional and the def2-TZVPD basis.

Structure (ORCA input):
```
! wB97M-V def2-TZVPD RIJCOSX def2/J DEFGRID3
* xyz 0 1
N 1.387 -0.072 1.206
N 0.291 -0.712 1.343
O -1.689 0.130 -1.954
O -0.447 1.337 -0.185
S -0.582 -0.245 -0.717
H 2.051 -0.548 0.584
H 0.544 -1.942 1.703
H -1.518 0.804 -2.666
H -0.036 1.249 0.685
*
```

***

Stability ranking, top and bottom: <a> is the most stable and <b> is the least stable.

***

<a>
Here is a single H4N2O2S molecule from the Open Molecules 2025 dataset. Energies are from the ωB97M-V functional and the def2-TZVPD basis.

Calculated values
Structure (SMILES): NS(N)(=O)=O

Structure (ORCA input):
```
! wB97M-V def2-TZVPD RIJCOSX def2/J DEFGRID3
* xyz 0 1
H -1.960 -0.560 -0.855
H -1.095 -1.759 0.603
H 1.525 -0.431 -1.710
H 2.145 0.540 -0.288
N -1.020 -1.022 -0.310
N 1.438 -0.322 -0.609
O 0.368 0.009 1.368
O -0.732 1.291 -0.362
S -0.039 0.076 0.039
*
```

***

<b>
Here is 2 unconnected molecules or ions with the total composition H4N2O2S from the Open Molecules 2025 dataset. Energies are from the ωB97M-V functional and the def2-TZVPD basis.

Structure (ORCA input):
```
! wB97M-V def2-TZVPD RIJCOSX def2/J DEFGRID3
* xyz 0 1
N 0.150 1.546 0.612
N -0.713 -1.095 -1.400
O 1.315 2.271 2.734
O -0.088 -2.152 -0.662
S 0.094 1.821 2.100
H 0.991 1.679 0.066
H -0.121 -0.276 -1.251
H -1.591 -0.903 -0.916
H -0.037 -2.891 -1.284
*
```

***

Stability ranking, top and bottom: <a> is the most stable and <b> is the least stable.

***

<a>
Here is a single H4N2O2S molecule from the Open Molecules 2025 dataset. Energies are from the ωB97M-V functional and the def2-TZVPD basis.

Structure (ORCA input):
```
! wB97M-V def2-TZVPD RIJCOSX def2/J DEFGRID3
* xyz 0 1
N 0.845 0.413 0.034
N 1.504 0.570 1.241
O -1.117 -1.238 -0.047
O -0.841 0.383 -1.861
S -0.638 0.319 -0.242
H 1.353 -0.312 1.691
H 1.064 1.352 1.768
H -2.022 -1.514 -0.164
H -0.149 0.027 -2.421
*
```

***

<b>
Here is 2 unconnected molecules or ions with the total composition H4N2O2S from the Open Molecules 2025 dataset. Energies are from the ωB97M-V functional and the def2-TZVPD basis.

Structure (ORCA input):
```
! wB97M-V def2-TZVPD RIJCOSX def2/J DEFGRID3
* xyz 0 1
N -0.243 -0.251 -1.305
N -0.753 -0.042 1.392
O 2.560 -0.922 -0.231
O 0.201 1.789 -0.109
S 0.348 0.389 0.144
H 0.164 -1.051 -1.770
H -0.331 0.531 -1.952
H -1.282 -0.920 1.655
H -0.663 0.478 2.175
*
```

***

Stability ranking, top and bottom: <a> is the most stable and <b> is the least stable.

***

<a>
Here is a single C6H13O molecule from the Open Molecules 2025 dataset. Energies are from the ωB97M-V functional and the def2-TZVPD basis.

Calculated values
<S²>: 0.7545

Structure (ORCA input):
```
! wB97M-V def2-TZVPD RIJCOSX def2/J DEFGRID3
* xyz 0 2
C -2.071 1.561 -0.514
O -3.004 0.829 -1.117
C -1.040 0.855 0.395
C 0.420 0.927 -0.087
C 1.385 0.093 0.756
C 1.115 -1.422 0.621
C 0.808 -1.939 -0.784
H -1.536 2.186 -1.226
H -2.532 2.378 0.078
H -1.092 1.384 1.332
H -1.308 -0.186 0.535
H 0.751 1.955 -0.194
H 0.369 0.486 -1.093
H 1.151 0.347 1.783
H 2.421 0.301 0.466
H 1.956 -1.983 1.054
H 0.294 -1.675 1.309
H 1.387 -1.446 -1.549
H -0.224 -1.638 -1.028
H 0.749 -3.011 -0.734
*
```

***

<b>
Here is a molecular structure, C6H13O from the Open Molecules 2025 dataset. Energies are from the ωB97M-V functional and the def2-TZVPD basis.

Calculated values
<S²>: 0.7539

Structure (ORCA input):
```
! wB97M-V def2-TZVPD RIJCOSX def2/J DEFGRID3
* xyz 0 2
C 2.695 1.341 1.835
O 3.382 0.185 1.590
C -1.880 0.809 -0.682
C -1.329 -0.463 -1.044
C -2.777 -0.873 -0.593
C -0.063 -0.869 -0.291
C 1.156 -0.120 -0.861
H 2.753 2.205 1.166
H 3.055 1.698 2.807
H -2.204 1.194 0.281
H 1.610 1.171 1.890
H -1.222 -0.703 -2.100
H -3.061 -0.566 0.404
H -2.692 -1.965 -0.520
H -3.494 -0.785 -1.378
H -0.258 -0.689 0.750
H 0.164 -1.946 -0.370
H 1.456 -0.440 -1.847
H 1.968 -0.081 -0.142
H 0.739 0.896 -0.894
*
```

***

Stability ranking, top and bottom: <a> is the most stable and <b> is the least stable.

***

<a>
Here is 5 unconnected molecules or ions with the total composition H8IO4 from the Open Molecules 2025 dataset. Energies are from the ωB97M-V functional and the def2-TZVPD basis.

Structure (ORCA input):
```
! wB97M-V def2-TZVPD RIJCOSX def2/J DEFGRID3
* xyz -1 1
I -0.666 -0.178 -0.046
O -0.156 1.740 -3.093
H -0.844 1.190 -3.480
H -0.173 1.468 -2.158
O 1.607 -3.022 -0.204
H 1.097 -3.710 -0.641
H 1.087 -2.213 -0.369
O -0.182 -1.785 3.249
H -0.393 -1.550 2.326
H -0.823 -1.277 3.755
O 0.018 3.416 0.399
H -0.865 3.426 0.015
H 0.293 2.495 0.249
*
```

***

<b>
Here is 5 unconnected molecules or ions with the total composition H8IO4 from the Open Molecules 2025 dataset. Energies are from the ωB97M-V functional and the def2-TZVPD basis.

Structure (ORCA input):
```
! wB97M-V def2-TZVPD RIJCOSX def2/J DEFGRID3
* xyz -1 1
I -0.004 0.448 0.497
O 0.850 -1.403 -2.460
H 0.684 -0.754 -1.747
H 0.052 -1.357 -2.994
O 2.691 2.600 1.664
H 3.506 2.122 1.491
H 1.998 2.013 1.304
O -2.817 0.817 -1.779
H -2.071 0.669 -1.167
H -2.912 1.773 -1.787
O -0.999 -2.506 2.411
H -0.875 -1.691 1.889
H -0.104 -2.731 2.679
*
```

***

<c>
Here is 5 unconnected molecules or ions with the total composition H8IO4 from the Open Molecules 2025 dataset. Energies are from the ωB97M-V functional and the def2-TZVPD basis.

Structure (ORCA input):
```
! wB97M-V def2-TZVPD RIJCOSX def2/J DEFGRID3
* xyz -1 1
I 0.116 -1.992 -0.195
O 2.233 0.656 0.787
H 1.842 -0.204 0.612
H 2.748 0.620 1.567
O -2.043 0.606 -0.342
H -1.355 1.111 0.033
H -1.717 -0.265 -0.512
O -0.684 0.280 2.372
H -0.396 -0.464 1.823
H -0.138 0.130 3.153
O -0.053 0.178 -3.243
H 0.212 -0.315 -2.516
H -0.765 -0.340 -3.539
*
```

***

Stability ranking, top and bottom: <b> is the most stable and <c> is the least stable.

***

<a>
Here is a single CH2ClOP molecule from the Open Molecules 2025 dataset. Energies are from the ωB97M-V functional and the def2-TZVPD basis.

Calculated values
Structure (SMILES): O=C(P)Cl

Structure (ORCA input):
```
! wB97M-V def2-TZVPD RIJCOSX def2/J DEFGRID3
* xyz 0 1
C -0.082 0.489 0.856
O -1.139 0.732 1.257
P 0.490 -0.323 -1.186
Cl 1.340 1.093 1.687
H -0.951 -0.167 -1.657
H 0.342 -1.825 -0.958
*
```

***

<b>
Here is a single CH2ClOP molecule from the Open Molecules 2025 dataset. Energies are from the ωB97M-V functional and the def2-TZVPD basis.

Calculated values
Structure (SMILES): O=C=[PH2]Cl

Structure (ORCA input):
```
! wB97M-V def2-TZVPD RIJCOSX def2/J DEFGRID3
* xyz 0 1
C 1.192 -0.062 -1.093
O 1.362 -0.824 -1.922
P -0.521 -0.101 0.226
Cl 0.404 -0.127 1.987
H -0.601 1.278 0.044
H -1.835 -0.164 0.759
*
```

***

Stability ranking, top and bottom: <b> is the most stable and <a> is the least stable.

***

<a>
Here is a single C4H4N2S2 molecule from the Open Molecules 2025 dataset. Energies are from the ωB97M-V functional and the def2-TZVPD basis.

Calculated values
Structure (SMILES): S=Cn1cc(S)cn1

Structure (ORCA input):
```
! wB97M-V def2-TZVPD RIJCOSX def2/J DEFGRID3
* xyz 0 1
C -1.227 0.276 0.006
C -0.517 1.584 0.013
C 1.990 -0.559 0.034
C -0.307 -0.712 -0.093
H -2.652 -1.501 -0.333
H -0.809 2.707 0.048
H 1.744 -1.574 0.551
H -0.315 -1.694 0.030
N 0.685 1.358 -0.059
N 0.847 0.020 0.039
S -2.951 -0.036 -0.098
S 3.512 0.131 -0.138
*
```

***

<b>
Here is a single C4H4N2S2 molecule from the Open Molecules 2025 dataset. Energies are from the ωB97M-V functional and the def2-TZVPD basis.

Structure (ORCA input):
```
! wB97M-V def2-TZVPD RIJCOSX def2/J DEFGRID3
* xyz 0 1
C -0.607 1.392 -0.116
C -1.832 0.896 -0.340
C 1.874 -1.217 -0.648
C -0.288 -0.799 0.712
N 0.798 -1.775 -0.661
N 0.201 0.498 0.589
S -1.976 -0.746 0.180
S 1.890 0.380 0.468
H -0.337 2.348 -0.270
H -2.682 1.565 -0.583
H 2.913 -1.200 -1.011
H 0.046 -1.343 1.680
*
```

***

Stability ranking, top and bottom: <b> is the most stable and <a> is the least stable.